## P
The following is a DFT calculation (the ωB97M-V functional and the def2-TZVPD basis) of C3H11N2 as an isolated structure.

XYZ file:
```
16
Properties=species:S:1:pos:R:3
C 0.50 1.32 -0.35
C -1.54 0.05 0.49
C 0.12 -0.03 0.25
N 0.80 -0.19 1.35
N 0.40 -1.14 -1.20
H 1.59 1.57 -0.42
H 0.02 1.46 -1.31
H 0.21 2.11 0.39
H -2.07 -0.97 0.61
H -2.16 0.65 -0.22
H -1.66 0.32 1.56
H 0.72 -1.05 1.84
H 1.74 0.26 1.33
H 1.27 -0.95 -1.79
H -0.43 -1.29 -1.83
H 0.50 -2.11 -0.68
```

Its spin multiplicity is 1. The net charge is +1. The value obtained for the HOMO-LUMO gap is 11.767 eV.

## Q
The following is a DFT calculation (the ωB97M-V functional and the def2-TZVPD basis) of an isolated ion of composition C3H11N2 and charge +1.

XYZ file:
```
16
Properties=species:S:1:pos:R:3
C -1.31 0.45 1.14
N 0.19 0.66 0.99
C 0.47 0.82 -0.47
C 0.42 -0.49 -1.30
N 0.74 -1.61 -0.40
H -1.57 -0.40 0.52
H -1.48 0.45 2.21
H -1.86 1.29 0.73
H 0.59 1.46 1.46
H 0.77 -0.14 1.35
H 1.46 1.26 -0.56
H -0.29 1.61 -0.87
H 1.20 -0.47 -2.07
H -0.46 -0.59 -1.94
H 1.17 -2.35 -0.93
H -0.04 -1.94 0.16
```

Its spin multiplicity is 1. The net charge is +1. The value obtained for the HOMO-LUMO gap is 10.835 eV.

Name the most stable of them. Q.

## P
The following is a DFT calculation (the ωB97M-V functional and the def2-TZVPD basis) of a 16-piece molecular cluster, C32H48N16 overall.

XYZ file:
```
96
Properties=species:S:1:pos:R:3
C 1.61 4.24 -0.75
C 0.51 4.53 -1.63
N -0.36 4.74 -2.35
H 2.45 4.91 -0.84
H 1.94 3.23 -0.99
H 1.31 4.30 0.30
C 4.78 -1.59 -3.42
C 4.42 -1.96 -2.08
N 4.02 -2.20 -1.03
H 5.84 -1.53 -3.54
H 4.28 -0.65 -3.65
H 4.46 -2.36 -4.10
C -2.02 1.80 -3.04
C -0.68 1.46 -3.47
N 0.39 1.18 -3.79
H -2.43 0.94 -2.52
H -2.66 2.12 -3.86
H -2.00 2.70 -2.46
C -2.17 -0.43 2.99
C -1.96 0.98 3.02
N -1.85 2.11 3.09
H -1.31 -0.97 3.34
H -2.54 -0.69 2.01
H -2.93 -0.72 3.73
C -4.55 1.07 0.50
C -4.95 1.59 -0.81
N -5.28 1.98 -1.81
H -3.55 1.44 0.76
H -4.58 -0.01 0.50
H -5.23 1.40 1.29
C 2.93 -3.80 2.05
C 1.97 -4.85 2.37
N 1.21 -5.68 2.62
H 3.93 -4.12 2.27
H 2.66 -2.94 2.69
H 2.92 -3.52 1.01
C 0.76 -0.09 -0.29
C -0.10 1.03 -0.08
N -0.76 1.94 0.16
H 0.85 -0.31 -1.35
H 0.23 -0.95 0.14
H 1.70 0.10 0.21
C 0.04 -3.03 -2.93
C -0.09 -3.90 -1.79
N -0.22 -4.54 -0.84
H -0.32 -3.52 -3.83
H 1.09 -2.81 -3.05
H -0.54 -2.11 -2.77
C -3.48 5.26 -2.05
C -3.50 4.73 -3.39
N -3.51 4.39 -4.48
H -2.70 4.81 -1.44
H -4.44 5.16 -1.59
H -3.25 6.33 -2.18
C -2.03 -6.01 2.03
C -2.23 -5.62 3.43
N -2.39 -5.32 4.51
H -1.41 -6.91 1.97
H -1.45 -5.26 1.52
H -3.01 -6.10 1.56
C -3.85 -3.59 -1.34
C -3.11 -2.46 -0.86
N -2.50 -1.58 -0.46
H -4.78 -3.72 -0.78
H -3.26 -4.48 -1.17
H -4.20 -3.37 -2.34
C 6.29 0.95 0.57
C 6.78 2.09 1.37
N 7.13 2.94 2.02
H 7.06 0.23 0.29
H 5.74 1.33 -0.30
H 5.54 0.41 1.14
C 2.52 0.11 -6.36
C 3.96 0.21 -6.53
N 5.06 0.31 -6.66
H 2.04 -0.10 -7.32
H 2.18 0.99 -5.85
H 2.30 -0.74 -5.72
C -0.58 -3.25 6.23
C -0.11 -2.12 5.49
N 0.23 -1.20 4.88
H -0.19 -4.15 5.75
H -1.67 -3.28 6.24
H -0.33 -3.20 7.28
C -2.08 4.95 1.58
C -2.30 5.30 2.96
N -2.55 5.51 4.06
H -1.55 4.02 1.53
H -1.52 5.74 1.11
H -3.06 4.86 1.07
C 1.64 1.97 3.80
C 2.27 1.76 2.55
N 2.72 1.56 1.55
H 1.40 1.01 4.27
H 0.67 2.42 3.60
H 2.27 2.58 4.45
```

Its spin multiplicity is 1. The value obtained for the HOMO-LUMO gap is 11.115 eV.

## Q
The following is a DFT calculation (the ωB97M-V functional and the def2-TZVPD basis) of a 16-piece molecular cluster, C32H48N16 overall.

XYZ file:
```
96
Properties=species:S:1:pos:R:3
C -5.35 3.40 -3.06
C -5.20 4.41 -1.94
N -4.93 5.22 -1.15
H -5.47 2.45 -2.53
H -4.37 3.29 -3.70
H -6.24 3.50 -3.65
C -0.14 -5.49 -1.73
C -0.90 -4.39 -2.30
N -1.39 -3.43 -2.72
H 0.91 -5.51 -2.06
H -0.66 -6.41 -1.91
H -0.07 -5.30 -0.61
C 4.42 -1.64 0.48
C 3.90 -2.75 -0.28
N 3.47 -3.62 -0.93
H 3.64 -1.14 1.08
H 4.78 -0.89 -0.28
H 5.30 -1.93 1.00
C 1.88 -4.38 2.12
C 1.55 -3.55 3.25
N 1.16 -2.87 4.10
H 2.86 -4.11 1.74
H 1.13 -4.21 1.32
H 1.83 -5.47 2.35
C 4.07 2.52 -1.00
C 2.87 1.67 -0.73
N 1.90 1.14 -0.46
H 3.81 3.56 -0.83
H 4.42 2.35 -2.01
H 4.94 2.33 -0.34
C 1.67 -1.04 -3.16
C 2.94 -0.39 -3.50
N 3.93 0.00 -3.90
H 1.08 -0.29 -2.57
H 1.89 -1.77 -2.40
H 1.16 -1.41 -4.05
C -7.79 -2.88 1.99
C -6.71 -3.51 1.14
N -5.92 -3.90 0.42
H -7.54 -2.87 3.00
H -8.64 -3.50 1.90
H -8.00 -1.88 1.71
C 0.71 2.40 4.06
C 1.68 1.61 3.21
N 2.38 0.99 2.54
H 0.69 1.74 4.96
H -0.24 2.55 3.64
H 1.08 3.44 4.20
C -4.11 -1.06 -1.00
C -3.71 0.27 -1.52
N -3.14 1.27 -1.85
H -4.96 -1.39 -1.54
H -4.25 -1.05 0.09
H -3.34 -1.77 -1.23
C -0.35 -1.22 0.96
C -1.44 -0.26 1.12
N -2.19 0.56 1.31
H 0.59 -0.87 1.48
H -0.03 -1.18 -0.14
H -0.54 -2.22 1.31
C -2.68 -2.99 3.32
C -2.01 -4.09 2.65
N -1.28 -4.88 2.21
H -3.42 -3.31 4.02
H -3.22 -2.45 2.56
H -1.93 -2.40 3.81
C 7.32 0.23 -4.07
C 7.20 0.57 -2.64
N 7.04 0.89 -1.53
H 7.26 1.16 -4.65
H 6.52 -0.45 -4.38
H 8.29 -0.21 -4.35
C -4.11 1.38 4.90
C -4.84 0.36 4.19
N -5.45 -0.47 3.67
H -3.11 1.16 4.77
H -4.36 1.31 5.92
H -4.21 2.35 4.52
C -3.32 3.43 1.55
C -2.75 4.24 2.61
N -2.21 4.85 3.42
H -2.73 2.48 1.40
H -3.32 4.02 0.69
H -4.36 3.16 1.79
C 7.06 4.33 -2.27
C 8.01 3.65 -3.14
N 8.77 3.20 -3.90
H 6.05 4.53 -2.79
H 7.50 5.27 -1.92
H 6.82 3.69 -1.48
C -0.32 2.45 -2.56
C 0.79 3.18 -3.04
N 1.71 3.77 -3.39
H -1.26 2.56 -3.08
H -0.38 2.51 -1.46
H -0.11 1.41 -2.75
```

Its spin multiplicity is 1. The value obtained for the HOMO-LUMO gap is 11.620 eV.

Name the most stable of them. P.

## P
The following is a DFT calculation (the ωB97M-V functional and the def2-TZVPD basis) of a 12-piece molecular cluster, C12H44N22O14 overall.

XYZ file:
```
92
Properties=species:S:1:pos:R:3
C -0.36 0.27 -0.20
O 0.29 -0.32 0.76
O -1.22 -0.45 -0.87
O -0.14 1.49 -0.51
C 1.94 4.40 -0.91
O 2.82 5.17 -1.27
N 1.10 4.71 0.12
N 1.66 3.21 -1.51
H 0.43 4.05 0.48
H 1.35 5.45 0.74
H 0.83 2.71 -1.25
H 2.25 2.95 -2.28
C -1.85 2.31 -3.73
O -2.45 2.93 -4.60
N -2.23 1.11 -3.21
N -0.61 2.67 -3.24
H -3.16 0.77 -3.29
H -1.68 0.73 -2.44
H -0.22 3.58 -3.40
H -0.20 2.03 -2.57
C -2.18 -2.63 2.16
O -2.87 -3.40 2.84
N -0.83 -2.54 2.31
N -2.64 -1.80 1.21
H -0.37 -1.83 1.74
H -0.32 -3.14 2.93
H -2.05 -1.22 0.63
H -3.60 -1.72 0.91
C -4.77 -1.44 -1.61
O -4.98 -1.45 -0.40
N -5.78 -1.38 -2.53
N -3.50 -1.32 -2.10
H -5.51 -1.32 -3.49
H -6.72 -1.45 -2.20
H -3.27 -1.49 -3.06
H -2.77 -1.11 -1.45
C -2.43 4.15 0.13
O -2.92 5.15 0.64
N -2.91 2.89 0.33
N -1.34 4.20 -0.70
H -3.80 2.81 0.79
H -2.42 2.06 0.06
H -0.94 3.31 -0.94
H -0.94 5.11 -0.81
C -1.35 1.99 3.61
O -1.61 2.66 4.60
N -0.30 2.30 2.77
N -1.94 0.80 3.30
H -0.29 1.77 1.91
H -0.04 3.26 2.65
H -2.63 0.41 3.92
H -1.53 0.21 2.59
C 1.66 -1.84 4.51
O 1.21 -2.96 4.57
N 1.17 -0.79 3.79
N 2.77 -1.45 5.25
H 1.50 0.13 4.00
H 0.56 -0.96 3.00
H 3.42 -0.73 4.99
H 3.10 -2.15 5.89
C 1.82 -0.77 -4.17
O 2.28 -0.92 -5.30
N 2.37 0.12 -3.27
N 0.81 -1.51 -3.65
H 2.01 0.18 -2.34
H 3.21 0.57 -3.56
H 0.38 -2.25 -4.18
H 0.54 -1.38 -2.69
C -0.01 -3.67 -1.73
O 0.52 -4.48 -2.49
N -1.24 -3.08 -1.90
N 0.65 -3.20 -0.63
H -1.76 -3.19 -2.76
H -1.36 -2.17 -1.44
H 0.24 -2.35 -0.24
H 1.68 -3.23 -0.62
C 3.24 0.93 0.53
O 4.38 1.40 0.52
N 2.17 1.59 1.06
N 2.91 -0.36 0.22
H 2.35 2.53 1.37
H 1.27 1.15 1.01
H 3.60 -1.02 -0.10
H 1.95 -0.64 0.40
C 3.71 -3.63 0.89
O 3.37 -3.83 -0.27
N 3.03 -2.85 1.76
N 5.01 -3.95 1.27
H 2.17 -2.38 1.58
H 3.57 -2.42 2.50
H 5.24 -3.83 2.24
H 5.50 -4.22 0.44
```

Its spin multiplicity is 1. The net charge is -2. The value obtained for the HOMO-LUMO gap is 8.584 eV.

## Q
The following is a DFT calculation (the ωB97M-V functional and the def2-TZVPD basis) of a 12-piece molecular cluster, C12H44N22O14 overall.

XYZ file:
```
92
Properties=species:S:1:pos:R:3
C 9.85 9.27 -35.03
O 9.09 9.46 -34.07
O 10.41 8.15 -35.01
O 10.15 10.11 -35.88
C 10.91 16.19 -37.39
O 11.24 17.37 -37.49
N 9.79 15.79 -37.90
N 11.61 15.20 -36.85
H 9.45 14.85 -37.76
H 9.07 16.46 -38.13
H 11.29 14.25 -37.00
H 12.50 15.46 -36.44
C 14.41 8.93 -39.05
O 15.18 8.74 -39.95
N 13.91 8.08 -38.29
N 14.08 10.12 -38.53
H 13.86 7.09 -38.52
H 13.25 8.37 -37.58
H 14.26 10.98 -39.02
H 13.50 10.08 -37.70
C 6.36 5.16 -32.67
O 5.58 4.24 -32.29
N 6.50 6.24 -31.98
N 7.08 5.18 -33.72
H 7.07 6.95 -32.40
H 6.06 6.36 -31.08
H 7.73 5.90 -33.99
H 7.16 4.43 -34.39
C 10.74 2.05 -37.18
O 9.53 2.17 -37.08
N 11.33 1.23 -37.97
N 11.52 2.93 -36.61
H 12.33 1.32 -37.96
H 10.77 0.56 -38.48
H 12.52 2.79 -36.52
H 11.08 3.76 -36.24
C 9.00 10.40 -41.11
O 8.43 10.71 -42.15
N 8.78 9.27 -40.40
N 9.92 11.17 -40.59
H 8.24 8.55 -40.86
H 9.13 9.11 -39.47
H 10.22 10.90 -39.66
H 10.07 12.04 -41.07
C 4.65 10.75 -36.72
O 3.54 11.07 -37.20
N 5.54 11.65 -36.39
N 5.05 9.55 -36.25
H 6.43 11.26 -36.13
H 5.63 12.50 -36.94
H 4.41 8.76 -36.28
H 5.88 9.49 -35.68
C 3.85 10.82 -29.64
O 3.84 9.74 -29.05
N 4.26 11.13 -30.79
N 3.36 11.91 -29.16
H 3.95 12.02 -31.14
H 4.96 10.55 -31.24
H 3.64 12.85 -29.37
H 2.88 11.75 -28.28
C 16.10 9.90 -33.40
O 17.28 10.07 -33.21
N 15.26 10.85 -33.68
N 15.45 8.82 -33.18
H 14.28 10.61 -33.73
H 15.63 11.78 -33.68
H 15.90 7.97 -32.85
H 14.44 8.85 -33.27
C 12.45 6.20 -30.75
O 13.32 6.16 -29.92
N 12.34 5.56 -31.92
N 11.58 7.08 -30.59
H 13.07 4.97 -32.32
H 11.81 6.05 -32.63
H 11.08 7.25 -31.44
H 11.80 7.88 -30.01
C 9.75 14.30 -32.24
O 9.87 15.44 -31.87
N 9.05 13.95 -33.23
N 10.07 13.20 -31.61
H 8.67 14.73 -33.76
H 9.02 12.97 -33.48
H 10.54 13.22 -30.71
H 9.74 12.34 -32.02
C 9.74 10.88 -26.85
O 10.86 10.42 -27.12
N 8.73 10.95 -27.65
N 9.57 11.72 -25.83
H 8.68 10.61 -28.60
H 8.08 11.70 -27.47
H 8.62 12.02 -25.67
H 10.52 11.88 -25.53
```

Its spin multiplicity is 1. The net charge is -2. The value obtained for the HOMO-LUMO gap is 3.433 eV.

Name the most stable of them. P.

## P
The following is a DFT calculation (the ωB97M-V functional and the def2-TZVPD basis) of an isolated molecule of C4H8N2.

XYZ file:
```
14
Properties=species:S:1:pos:R:3
C 0.31 -0.93 1.15
N 0.01 -0.58 -0.24
C 1.12 -0.02 -0.98
C -1.21 0.17 -0.36
C -1.12 1.58 0.13
N -1.01 2.67 0.51
H 1.38 -1.11 1.27
H -0.23 -1.84 1.41
H 0.03 -0.14 1.86
H 1.46 0.97 -0.61
H 0.84 0.08 -2.03
H 1.97 -0.72 -0.93
H -2.00 -0.32 0.21
H -1.53 0.21 -1.41
```

Its spin multiplicity is 1. The value obtained for the HOMO-LUMO gap is 10.065 eV.

## Q
The following is a DFT calculation (the ωB97M-V functional and the def2-TZVPD basis) of C4H8N2 as an isolated structure.

XYZ file:
```
14
Properties=species:S:1:pos:R:3
C 1.60 0.92 0.15
C 0.58 -0.14 -0.19
N 1.11 -1.38 -0.48
C -1.40 0.26 -0.18
C -2.67 0.11 0.17
N -0.49 0.29 -1.05
H 0.45 -2.11 -0.71
H 1.89 -1.69 0.08
H -0.27 -0.03 0.88
H 2.53 0.53 0.56
H 1.23 1.65 0.88
H 1.93 1.50 -0.72
H -3.21 0.80 0.81
H -3.28 -0.70 -0.21
```

Its spin multiplicity is 1. The value obtained for the HOMO-LUMO gap is 9.069 eV.

Name the most stable of them. P.

## P
The following is a DFT calculation (the ωB97M-V functional and the def2-TZVPD basis) of an isolated molecule of C4H8N2.

XYZ file:
```
14
Properties=species:S:1:pos:R:3
C -1.16 -0.07 -1.14
C -0.39 -0.55 0.13
C -0.56 0.57 1.17
N 0.49 1.21 1.45
N 1.50 0.79 0.62
C 1.11 -0.44 -0.11
H -2.23 -0.03 -0.90
H -0.89 0.99 -1.26
H -1.14 -0.64 -2.19
H -0.66 -1.50 0.54
H -1.50 0.87 1.66
H 2.40 0.69 1.15
H 1.33 -0.38 -1.26
H 1.70 -1.50 0.12
```

Its spin multiplicity is 1. The value obtained for the HOMO-LUMO gap is 9.584 eV.

## Q
The following is a DFT calculation (the ωB97M-V functional and the def2-TZVPD basis) of an isolated molecule of C4H8N2.

XYZ file:
```
14
Properties=species:S:1:pos:R:3
C -1.11 -0.45 2.20
C -0.70 -0.68 0.76
C -0.02 0.17 0.00
C 0.24 -0.44 -1.36
N 0.72 0.18 -2.31
N 1.29 1.37 -1.93
H -2.10 -0.94 2.25
H -0.41 -0.85 2.83
H -1.31 0.61 2.23
H -0.71 -1.72 0.29
H 0.37 1.16 0.35
H 0.01 -1.48 -1.49
H 2.03 1.13 -1.20
H 1.69 1.95 -2.61
```

Its spin multiplicity is 1. The value obtained for the HOMO-LUMO gap is 9.265 eV.

Name the most stable of them. P.